Density functional theory data (ωB97M-V/def2-TZVPD) for one molecule with the formula C5H9NO.

Output
Relative energy (zero: lowest compared OMol25 entry of this formula, charge and spin)   153.0 kJ/mol
SMILES   C[C@H]1CN(C)C1=O
Gap between HOMO and LUMO   0.3745 Ha
HOMO level   -0.339 hartree

Each line ends with the Löwdin charge.
Geometry (Å):
C  1.445  -0.489  0.767  -0.041
C  1.142  0.599  -0.299  -0.209
C  0.124  0.088  -1.333  -0.117
N  -0.959  0.533  -0.436  -0.083
C  -1.883  -0.439  0.118  -0.056
C  -0.058  1.270  0.357  -0.467
O  -0.214  1.997  1.301  0.103
H  0.600  -0.589  1.462  0.083
H  2.298  -0.219  1.391  0.083
H  1.601  -1.473  0.318  0.079
H  2.008  1.169  -0.646  0.136
H  0.099  0.642  -2.277  0.114
H  0.137  -0.987  -1.543  0.116
H  -1.401  -1.430  0.163  0.086
H  -2.146  -0.140  1.133  0.092
H  -2.794  -0.532  -0.477  0.080


Density functional theory data (ωB97M-V/def2-TZVPD) for a 2-piece molecular cluster, C5H10NO3 overall.

Output
Expectation value of S²   0.760
Relative energy (zero: lowest compared OMol25 entry of this formula, charge and spin)   157.4 kJ/mol
Spin multiplicity   2
Gap between HOMO and LUMO (alpha / beta)   0.3901 / 0.2140 Ha
HOMO level (alpha / beta)   -0.374 / -0.365 hartree

Each line ends with the Löwdin charge.
Geometry (Å):
C  0.967  -0.954  0.352  -0.157
C  0.720  -0.342  -1.068  -0.172
C  1.168  1.029  -1.327  -0.196
C  2.181  1.358  -2.122  0.019
N  0.308  -0.235  1.425  0.204
C  -1.159  0.162  1.309  -0.651
O  -1.760  -0.680  0.606  0.035
O  -1.503  0.988  2.125  0.086
H  0.656  -2.008  0.329  0.137
H  2.045  -0.978  0.547  0.128
H  -0.374  -0.385  -1.168  0.114
H  1.313  -1.051  -1.636  0.118
H  0.671  1.859  -0.820  0.111
H  2.537  2.362  -2.271  0.052
H  2.902  0.608  -2.504  0.075
H  0.782  0.601  1.769  0.148
H  -3.365  -1.281  1.099  0.006
H  -3.879  -0.193  1.993  0.028
O  -4.212  -0.859  1.363  -0.084


Density functional theory data (ωB97M-V/def2-TZVPD) for a 13-piece molecular cluster, C45H95N5O16S overall.

Output
Relative energy (zero: lowest compared OMol25 entry of this formula, charge and spin)   31.0 kJ/mol
Gap between HOMO and LUMO   0.3210 Ha
HOMO level   -0.322 hartree

Each line ends with the Löwdin charge.
Geometry (Å):
C  1.953  -3.478  0.145  0.011
C  1.922  -4.137  -1.219  -0.549
O  2.484  -3.631  -2.176  0.042
N  1.277  -5.324  -1.298  0.014
C  1.116  -6.012  -2.565  -0.076
H  2.037  -4.130  1.012  0.076
H  0.978  -2.981  0.210  0.071
H  2.705  -2.696  0.107  0.071
H  0.997  -5.859  -0.499  0.126
H  2.015  -6.007  -3.182  0.086
H  0.303  -5.638  -3.189  0.069
H  0.928  -7.060  -2.327  0.084
C  -0.626  2.223  -7.889  -0.008
C  -0.948  2.210  -6.428  -0.582
O  -2.023  1.794  -6.023  0.043
N  0.041  2.574  -5.572  0.016
C  -0.159  2.577  -4.137  -0.068
H  0.447  2.318  -8.069  0.078
H  -1.175  3.010  -8.411  0.086
H  -0.940  1.320  -8.411  0.088
H  0.846  3.060  -5.923  0.131
H  0.813  2.738  -3.664  0.093
H  -0.467  1.615  -3.730  0.040
H  -0.851  3.358  -3.835  0.080
C  -6.000  -1.164  -0.904  -0.005
C  -5.473  -0.203  -1.934  -0.585
O  -6.133  0.048  -2.935  0.038
N  -4.235  0.279  -1.747  0.020
C  -3.593  1.271  -2.590  -0.043
H  -5.894  -2.181  -1.288  0.068
H  -7.072  -1.047  -0.735  0.084
H  -5.598  -1.116  0.112  0.074
H  -3.745  0.019  -0.906  0.111
H  -4.180  2.186  -2.469  0.084
H  -3.564  0.917  -3.620  0.090
H  -2.575  1.500  -2.298  0.052
C  3.677  1.877  2.234  0.014
C  5.156  2.064  1.983  -0.511
O  5.892  1.089  1.817  0.010
N  5.649  3.317  1.956  0.012
C  7.063  3.625  1.842  -0.058
H  3.485  2.017  3.299  0.080
H  3.327  0.902  1.913  0.071
H  3.155  2.691  1.723  0.083
H  5.013  4.093  1.909  0.133
H  7.686  2.773  1.595  0.074
H  7.488  3.998  2.778  0.083
H  7.147  4.434  1.118  0.084
C  4.930  -0.886  -1.228  0.002
C  6.449  -0.955  -1.349  -0.547
O  7.016  -1.420  -2.330  0.023
N  7.119  -0.484  -0.280  0.001
C  8.556  -0.425  -0.149  -0.068
H  4.642  -0.748  -0.183  0.064
H  4.464  -1.791  -1.616  0.066
H  4.515  -0.055  -1.802  0.080
H  6.586  -0.028  0.455  0.072
H  9.048  -0.528  -1.115  0.080
H  8.934  -1.249  0.459  0.082
H  8.800  0.557  0.255  0.073
C  -0.627  3.504  7.167  -0.139
C  0.787  2.862  7.004  -0.151
O  1.081  2.939  5.610  -0.213
S  -0.318  2.836  4.789  0.640
O  -0.834  1.508  4.980  -0.233
O  -0.231  3.407  3.477  -0.214
O  -1.031  3.832  5.837  -0.202
H  -0.621  4.347  7.849  0.131
H  -1.355  2.755  7.478  0.128
H  0.790  1.810  7.286  0.124
H  1.576  3.374  7.545  0.132
C  -0.303  0.233  -0.837  -0.153
C  -0.972  0.649  0.455  -0.151
C  0.191  0.674  1.451  -0.196
O  1.187  -0.177  0.891  -0.170
C  1.190  0.083  -0.534  -0.165
H  -0.421  0.877  -1.713  0.080
H  -0.664  -0.759  -1.118  0.104
H  -1.686  -0.134  0.712  0.101
H  -1.486  1.609  0.403  0.096
H  -0.140  0.307  2.424  0.100
H  0.599  1.686  1.553  0.106
H  1.593  -0.771  -1.076  0.105
H  1.793  0.977  -0.724  0.118
C  -3.351  3.312  2.445  -0.144
C  -4.580  3.646  1.600  -0.140
C  -4.996  2.314  0.972  -0.167
O  -4.025  1.348  1.396  -0.174
C  -3.428  1.784  2.607  -0.204
H  -3.293  3.744  3.443  0.111
H  -2.453  3.478  1.851  0.087
H  -4.325  4.353  0.811  0.086
H  -5.301  4.136  2.255  0.111
H  -5.008  2.300  -0.115  0.104
H  -5.966  1.978  1.355  0.120
H  -2.430  1.339  2.650  0.086
H  -3.946  1.341  3.466  0.126
C  -2.966  -3.301  -2.110  -0.172
C  -2.860  -4.796  -1.933  -0.171
C  -4.199  -5.252  -2.508  -0.219
O  -4.335  -4.454  -3.658  -0.123
C  -3.824  -3.141  -3.377  -0.155
H  -2.004  -2.798  -2.218  0.084
H  -3.470  -2.908  -1.224  0.096
H  -2.663  -5.128  -0.909  0.107
H  -2.065  -5.276  -2.510  0.100
H  -5.071  -5.122  -1.850  0.120
H  -4.164  -6.326  -2.711  0.119
H  -4.688  -2.517  -3.133  0.097
H  -3.256  -2.675  -4.177  0.105
C  0.401  -0.855  -4.484  -0.168
C  -0.166  -2.251  -4.529  -0.164
C  0.712  -2.870  -5.623  -0.194
O  0.971  -1.806  -6.538  -0.129
C  0.606  -0.538  -5.956  -0.191
H  1.395  -0.841  -4.036  0.128
H  -0.375  -0.193  -4.090  0.089
H  -1.209  -2.226  -4.847  0.106
H  -0.025  -2.761  -3.574  0.095
H  0.204  -3.689  -6.137  0.117
H  1.627  -3.277  -5.182  0.115
H  -0.313  -0.225  -6.461  0.107
H  1.373  0.227  -6.084  0.114
C  -0.812  -4.236  2.675  -0.151
C  -1.168  -2.796  2.300  -0.156
C  -1.822  -2.214  3.553  -0.189
O  -1.640  -3.146  4.628  -0.152
C  -1.045  -4.382  4.171  -0.170
H  0.195  -4.399  2.293  0.084
H  -1.445  -4.990  2.198  0.106
H  -1.869  -2.762  1.461  0.105
H  -0.310  -2.232  1.931  0.080
H  -2.885  -1.997  3.436  0.117
H  -1.327  -1.304  3.899  0.086
H  -1.704  -5.199  4.455  0.115
H  -0.100  -4.417  4.720  0.103
C  -1.981  6.111  -1.560  -0.142
C  -0.567  5.593  -1.295  -0.152
C  -0.801  4.103  -1.009  -0.220
O  -1.939  3.750  -1.759  -0.188
C  -2.808  4.864  -1.949  -0.169
H  -1.925  6.867  -2.342  0.108
H  -2.379  6.562  -0.652  0.107
H  -0.124  6.047  -0.410  0.109
H  0.110  5.709  -2.141  0.108
H  -0.913  3.984  0.078  0.105
H  0.023  3.443  -1.289  0.108
H  -3.652  4.780  -1.261  0.097
H  -3.153  4.836  -2.981  0.124
C  1.833  -2.403  5.943  -0.155
C  1.297  -1.235  5.085  -0.163
C  2.534  -0.393  4.925  -0.206
O  3.378  -0.647  6.046  -0.138
C  2.819  -1.688  6.858  -0.196
H  2.383  -3.053  5.260  0.117
H  1.054  -2.918  6.501  0.112
H  0.485  -0.713  5.599  0.103
H  0.833  -1.610  4.173  0.096
H  2.326  0.675  4.840  0.094
H  3.088  -0.745  4.047  0.125
H  2.298  -1.280  7.731  0.114
H  3.676  -2.292  7.153  0.119